{"formula": "C25H27Cl2OPRh", "method": "ωB97M-V/def2-TZVPD", "elements": ["Rh", "Cl", "Cl", "C", "H", "H", "C", "C", "H", "C", "H", "C", "H", "H", "C", "H", "H", "C", "H", "H", "H", "H", "O", "P", "C", "C", "C", "C", "C", "C", "C", "C", "C", "C", "C", "C", "C", "C", "C", "C", "C", "C", "H", "H", "H", "H", "H", "H", "H", "H", "H", "H", "H", "H", "H", "H", "H"], "positions_angstrom": [[0.26329, 0.45452, -0.47525], [-1.07680, 2.43787, -0.60217], [1.19375, 1.34957, 1.53916], [1.65349, -0.84087, -0.31087], [2.14789, -1.46155, -1.09456], [2.15860, -0.97310, 0.66683], [-1.11955, -0.35914, -1.71205], [0.15238, -1.07626, -1.84432], [-1.84677, -0.83503, -1.05162], [0.93450, -0.85290, -3.12461], [0.10960, -2.09329, -1.43410], [0.76164, 0.58245, -3.61780], [2.00321, -1.03801, -2.98607], [0.59456, -1.55890, -3.89967], [-0.70466, 0.81837, -3.97745], [1.06883, 1.29854, -2.83385], [1.40401, 0.78396, -4.48030], [-1.71373, 0.35809, -2.90623], [-0.87026, 1.87217, -4.22520], [-0.90967, 0.24407, -4.89147], [-2.28852, 1.21784, -2.54056], [-2.43850, -0.32205, -3.37167], [-1.04978, -1.51605, 0.92640], [-0.88682, -1.93058, 2.36487], [-2.10211, -3.23226, 2.69176], [-2.22231, -3.79928, 3.96762], [-3.29048, -4.65984, 4.24418], [-4.22266, -4.96319, 3.24332], [-4.07121, -4.44294, 1.94916], [-3.01313, -3.57301, 1.67538], [0.79448, -2.51261, 2.67468], [1.23100, -3.68969, 2.03694], [2.54147, -4.14340, 2.22483], [3.42648, -3.43108, 3.04316], [3.01147, -2.23389, 3.63710], [1.71308, -1.75660, 3.42027], [-1.30324, -0.58394, 3.49406], [-0.97017, -0.64656, 4.85649], [-1.47293, 0.31210, 5.74133], [-2.32661, 1.32012, 5.28606], [-2.62666, 1.40610, 3.92408], [-2.10189, 0.47369, 3.02415], [-1.48838, -3.56626, 4.74271], [-3.39582, -5.08553, 5.24556], [-5.07275, -5.61028, 3.46430], [-4.77392, -4.70118, 1.15515], [-2.88970, -3.14699, 0.67935], [0.54240, -4.24226, 1.39792], [2.87252, -5.05649, 1.72656], [4.43711, -3.80488, 3.21343], [3.69522, -1.65785, 4.26137], [1.42031, -0.78614, 3.81560], [-0.31392, -1.43032, 5.22242], [-1.19754, 0.25516, 6.79535], [-2.74458, 2.04327, 5.98935], [-3.27674, 2.20046, 3.55254], [-2.27906, 0.57815, 1.95769]], "forces_ev_per_angstrom": [[-0.592, 2.480, 2.863], [0.084, 0.010, -0.123], [-0.310, -0.316, -0.547], [3.745, -2.001, 0.021], [-0.323, 0.625, 0.838], [-0.840, 0.225, -0.406], [0.433, -2.087, -1.621], [-3.000, -0.843, -1.383], [0.234, 0.267, 0.105], [0.405, 0.268, 0.081], [0.297, 0.584, 0.011], [-0.369, 0.082, 0.143], [-0.092, -0.183, 0.126], [-0.068, 0.120, 0.236], [-0.055, 0.019, -0.394], [-0.001, -0.205, -0.128], [-0.064, -0.057, 0.062], [-0.061, 0.786, 0.369], [0.021, -0.138, 0.082], [0.081, 0.155, 0.035], [0.085, -0.249, -0.136], [0.128, -0.099, 0.235], [0.510, 0.820, -1.116], [-2.016, -0.399, 0.393], [1.978, 1.287, -0.602], [-0.709, -0.999, 1.168], [0.732, 0.623, -0.070], [-0.581, -0.559, 0.318], [0.847, 0.887, -0.375], [-1.231, -0.677, -0.407], [0.824, -0.043, 0.115], [0.194, 0.223, 0.438], [-0.178, 0.176, -0.031], [-0.325, 0.201, 0.062], [-0.110, -0.159, -0.274], [0.073, -0.366, -0.051], [0.704, -0.354, -0.421], [-0.406, 0.388, 0.474], [0.001, -0.249, -0.193], [0.131, -0.027, 0.324], [0.110, -0.436, -0.606], [-0.213, 0.474, 0.469], [-0.229, -0.105, -0.137], [0.027, 0.102, -0.293], [0.235, 0.100, -0.009], [0.150, 0.039, 0.206], [-0.017, -0.111, 0.249], [0.070, 0.082, 0.212], [-0.083, 0.242, 0.149], [-0.248, 0.098, -0.065], [-0.121, -0.150, -0.199], [0.011, -0.251, -0.024], [-0.092, 0.069, 0.040], [-0.101, 0.047, -0.215], [0.148, -0.185, -0.200], [0.248, -0.165, 0.083], [-0.073, -0.065, 0.120]], "total_charge": -1, "e_above_lowest_kj_mol": 93.8, "multiplicity": 5, "orbital_gap_ev": [3.1, 5.0], "s_squared": 6.032, "e_lumo_ev": [2.691, -0.355]}